Formula: C10H13NO2Tl
Source: the OMol25 dataset
Level of theory: ωB97M-V/def2-TZVPD

The calculation puts the energy relative to the best compared isomer or geometry (same formula, charge and spin) at 219.70 kJ/mol. The calculation puts the electronic energy at -20852.256 eV. As for the net charge: -1. The value obtained for the HOMO energy (spin up / spin down) is -3.02 / -3.13 eV. The orbital gap (spin up / spin down) is 0.2186 / 0.2225 Ha. As for the largest force on an atom: 3.96 eV Å⁻¹.

Each line ends with the Mulliken charge.
Cartesian coordinates (Å):
C 1.1546 -1.6140 -2.0798  -0.63
C -0.2576 -1.5296 -2.3129  -0.50
C -0.9260 -2.0797 -1.1838  -0.45
C 0.0396 -2.4600 -0.2187  -0.75
C 1.3508 -2.1937 -0.7693  -0.62
Tl 0.6924 0.1467 0.0679  0.82
C -1.4748 1.5795 -1.0024  -0.58
C -0.1884 1.6810 -1.4045  0.30
C 0.6805 2.2369 -2.2594  -0.68
N 2.1333 1.6616 0.2675  -0.71
H -2.0098 -2.2346 -1.1039  0.36
H -0.7225 -1.1477 -3.2188  0.42
H -0.1478 -2.9668 0.7298  0.53
H 2.3073 -2.4908 -0.3336  0.48
H 1.9463 -1.3213 -2.7789  0.38
H -2.2191 1.0145 -1.6011  0.22
H 3.1104 1.3139 0.1722  0.04
H -1.7874 1.9185 -0.0037  0.29
H 0.3643 2.8809 -3.0822  0.31
H 1.7568 2.1114 -2.1238  0.25
C -1.0674 0.9753 4.0173  -0.71
O -0.7720 0.9540 2.5993  -0.25
C -0.3040 -0.1577 2.0619  0.26
O -0.2383 -1.2782 2.5323  -0.59
H -0.1451 0.8516 4.5816  0.29
H -1.7796 0.1904 4.2615  0.30
H -1.4964 1.9580 4.1854  0.22


Formula: C10H13NO3
Source: the OMol25 dataset
Level of theory: ωB97M-V/def2-TZVPD

The calculation puts the energy relative to the best compared isomer or geometry (same formula, charge and spin) at 467.44 kJ/mol. The calculation puts the electronic energy at -18209.206 eV. The value obtained for the HOMO energy is -8.77 eV. The orbital gap is 0.3529 Ha. As for the largest force on an atom: 2.43 eV Å⁻¹. The SMILES is C=[N+]([O-])O[C@H](OC)c1ccc(C)cc1.

Each line ends with the natural charge from an NBO analysis.
Cartesian coordinates (Å):
C 0.8612 -0.6532 2.3571  -0.23
N 1.9978 -0.4914 1.7616  0.34
O 2.9574 0.2291 1.9932  -0.44
O 2.0924 -1.3949 0.5945  -0.40
C 1.5694 -0.5739 -0.4148  0.32
O 2.2448 0.6424 -0.5323  -0.54
C 3.6462 0.4745 -0.7605  -0.26
C 0.0955 -0.2661 -0.3495  0.00
C -0.8327 -1.2877 -0.5717  -0.22
C -2.1875 -0.9857 -0.6119  -0.22
C -2.6259 0.3405 -0.4826  -0.01
C -4.0870 0.6617 -0.6009  -0.63
C -1.6876 1.3474 -0.2355  -0.22
C -0.3271 1.0564 -0.1724  -0.20
H 0.7542 -0.1986 3.3451  0.22
H 0.2009 -1.4412 1.9987  0.22
H 1.7684 -1.1777 -1.3166  0.17
H 4.0597 1.4785 -0.8209  0.20
H 4.1205 -0.0815 0.0539  0.21
H 3.7833 -0.0552 -1.7107  0.16
H -0.4495 -2.2947 -0.7252  0.21
H -2.9307 -1.7717 -0.7594  0.21
H -4.2443 1.7456 -0.6178  0.22
H -4.5082 0.2343 -1.5202  0.22
H -4.6566 0.2463 0.2414  0.22
H -2.0290 2.3771 -0.1047  0.21
H 0.4144 1.8396 -0.0379  0.24


Formula: C10H13NO3
Source: the OMol25 dataset
Level of theory: ωB97M-V/def2-TZVPD

The calculation puts the energy relative to the best compared isomer or geometry (same formula, charge and spin) at 779.96 kJ/mol. The calculation puts the electronic energy at -18205.967 eV. The value obtained for the HOMO energy is -8.09 eV. The orbital gap is 0.3251 Ha. As for the largest force on an atom: 5.59 eV Å⁻¹. The SMILES is COc1c(CCN)ccc2c1OCO2.

Each line ends with the natural charge from an NBO analysis.
Cartesian coordinates (Å):
C 0.3931 2.8758 -0.0109  -0.32
O -0.5186 1.7159 -0.5866  -0.50
C 0.1691 0.5585 -0.6592  0.30
C -0.8186 -0.5437 -0.7120  -0.07
C -2.2859 -0.0697 -0.7671  -0.43
C -2.7820 0.1589 0.6622  -0.23
N -2.6448 -1.3435 1.0665  -0.87
C -0.2534 -1.8220 -0.9237  -0.17
C 1.1220 -2.2108 -0.6110  -0.31
C 1.8741 -1.1358 -0.2808  0.26
C 1.5254 0.2205 -0.3942  0.12
O 2.6556 1.0147 0.1300  -0.56
C 3.7597 -0.1943 0.5060  0.22
O 2.9870 -1.3569 0.4363  -0.48
H 1.1260 2.4913 0.9444  0.24
H 1.2785 3.3103 -0.7513  0.20
H -0.2380 3.7953 0.1213  0.21
H -2.8543 -0.8105 -1.3110  0.23
H -2.6894 0.9256 -1.3125  0.22
H -3.8766 0.2396 0.6356  0.20
H -2.1743 0.8719 1.4191  0.20
H -3.6081 -1.7619 1.7151  0.35
H -1.8028 -1.2605 1.6102  0.36
H -0.9859 -2.5751 -0.9726  0.22
H 1.6952 -3.1042 -1.1313  0.25
H 4.5972 -0.1084 -0.3284  0.17
H 4.3497 0.1191 1.5060  0.20


Formula: C10H13O2
Source: the OMol25 dataset
Level of theory: ωB97M-V/def2-TZVPD

The calculation puts the energy relative to the best compared isomer or geometry (same formula, charge and spin) at 84.07 kJ/mol. The calculation puts the electronic energy at -14676.735 eV. As for the net charge: -1. The value obtained for the HOMO energy is -3.74 eV. The orbital gap is 0.2535 Ha. As for the largest force on an atom: 3.16 eV Å⁻¹.

Each line ends with the natural charge from an NBO analysis.
Cartesian coordinates (Å):
C 1.3856 -1.7233 -1.4435  -0.55
C 2.2821 -1.2969 -0.2367  -0.64
C 0.2902 -2.7991 -0.8517  0.78
O 0.7335 -3.5089 0.0894  -0.80
O -0.7661 -2.8199 -1.4829  -0.78
H 0.8756 -0.9039 -1.9148  0.18
H 1.8496 -2.4231 -2.1297  0.20
H 1.8402 -1.5228 0.7164  0.22
H 2.5778 -0.2593 -0.2599  0.18
H 3.0647 -2.0670 -0.2515  0.21
C -1.0209 3.3304 -1.2516  -0.63
C -0.6870 0.2071 0.7846  -0.17
C -0.8573 1.0099 -0.2995  -0.23
C -0.3702 0.7146 2.0472  -0.22
C -0.8404 2.3927 -0.0795  -0.01
C -0.3020 2.0905 2.2579  -0.22
C -0.5937 2.9386 1.1710  -0.25
H -0.6742 -0.8754 0.6623  0.25
H -1.0689 0.4571 -1.1923  0.24
H -0.1984 0.0156 2.8536  0.21
H -0.1395 2.3231 3.3389  0.21
H -0.3223 4.1944 -1.2981  0.21
H -2.0332 3.7252 -1.3516  0.21
H -0.6386 3.9720 1.3421  0.20
H -0.8989 2.7873 -2.2423  0.22


Formula: C10H13O3
Source: the OMol25 dataset
Level of theory: ωB97M-V/def2-TZVPD

The calculation puts the energy relative to the best compared isomer or geometry (same formula, charge and spin) at 265.03 kJ/mol. The calculation puts the electronic energy at -16723.038 eV. As for the net charge: -1. The value obtained for the HOMO energy is -3.52 eV. The orbital gap is 0.2579 Ha. As for the largest force on an atom: 6.14 eV Å⁻¹.

Each line ends with the natural charge from an NBO analysis.
Cartesian coordinates (Å):
C 4.5020 -1.2888 -0.2654  -0.60
C 0.8035 0.8683 -0.3042  0.37
C 2.0195 1.5643 -0.4412  -0.32
C 0.8192 -0.5330 -0.0028  -0.30
C 3.1705 0.8109 -0.4237  -0.20
C 1.9844 -1.2874 -0.0236  -0.20
C 3.1836 -0.5455 -0.2317  -0.14
O -0.3611 1.3548 -0.5550  -0.79
H -1.2726 0.5507 0.3658  0.51
H 1.9378 2.7081 -0.6799  0.20
H -0.1258 -0.9962 0.2118  0.19
H 4.1314 1.3089 -0.6102  0.19
H 1.9867 -2.3797 0.1241  0.20
H 5.0969 -0.9175 -1.1860  0.19
H 4.4811 -2.4284 -0.3482  0.20
H 5.0642 -1.0427 0.5808  0.19
C -3.0276 0.3300 -0.4938  -0.55
C -3.4585 -1.1339 -1.0823  -0.61
C -2.9414 0.1187 0.9652  0.77
O -3.7366 -0.5121 1.6535  -0.65
O -1.7768 0.7287 1.4623  -0.75
H -2.1654 0.7033 -0.8672  0.26
H -3.8800 0.9004 -0.8369  0.23
H -3.5043 -1.7854 -0.1767  0.23
H -2.6674 -1.4070 -1.7783  0.20
H -4.4173 -1.2069 -1.4640  0.19


Formula: C10H14
Source: the OMol25 dataset
Level of theory: ωB97M-V/def2-TZVPD

The calculation puts the energy relative to the best compared isomer or geometry (same formula, charge and spin) at 353.57 kJ/mol. The calculation puts the electronic energy at -10592.878 eV. The value obtained for the HOMO energy is -8.46 eV. The orbital gap is 0.3449 Ha. As for the largest force on an atom: 4.53 eV Å⁻¹.

Each line ends with the natural charge from an NBO analysis.
Cartesian coordinates (Å):
C -3.6428 -0.4264 -0.4248  -0.24
C -2.6321 -0.0489 0.1011  -0.02
C -0.9959 1.7885 0.1771  -0.19
C 0.3182 1.9246 -0.0915  -0.17
C -1.3989 0.4605 0.7050  -0.35
C 1.1553 0.7036 0.3098  -0.32
C 0.1825 -0.5405 0.2066  0.18
C 2.4525 0.5468 -0.4745  -0.62
C -0.0613 -1.1237 -1.1797  -0.67
C 0.3753 -1.5383 1.3487  -0.66
H -4.3378 -0.8951 -1.0750  0.23
H -1.7352 2.6035 -0.0455  0.22
H 0.7110 2.7452 -0.6442  0.21
H -1.1336 0.2537 1.7143  0.24
H 1.4564 0.9468 1.2964  0.21
H 2.9837 -0.2958 -0.1046  0.21
H 3.2171 1.3241 -0.3235  0.22
H 2.4579 0.5432 -1.6406  0.21
H 0.7179 -1.7382 -1.3645  0.21
H -0.0822 -0.3491 -2.0236  0.22
H -1.1069 -1.5628 -1.1308  0.24
H 1.2159 -2.2168 1.1304  0.22
H -0.5175 -2.1222 1.3138  0.22
H 0.4006 -0.9829 2.2194  0.21